Entry 1:
The following is a quantum chemistry calculation of 11 unconnected molecules or ions with the total composition C20H63NO19 in a non-equilibrium geometry, from the Open Molecules 2025 dataset.

Positions of all 103 atoms, in Å:
C (1.7489, -2.6046, 0.6006)
O (2.0413, -3.3847, -0.5402)
C (0.8871, -3.8068, -1.2987)
C (1.1056, -4.4434, -2.6578)
C (2.2026, -5.6168, -2.6058)
N (1.6883, -3.4749, -3.5573)
H (0.7369, -2.7771, 0.9669)
H (1.6220, -1.5224, 0.5701)
H (2.5442, -2.9285, 1.2718)
H (0.2186, -4.4194, -0.6939)
H (0.3239, -2.8961, -1.5025)
H (0.1138, -4.7306, -3.0071)
H (2.3429, -6.0840, -1.6310)
H (3.2384, -5.4134, -2.8776)
H (1.8176, -6.4035, -3.2546)
H (1.1841, -2.6149, -3.3953)
H (2.6151, -3.3262, -3.1845)
O (0.4915, 1.8060, 4.7298)
C (1.2634, 0.7462, 5.3254)
C (1.4119, -0.3360, 4.2720)
O (2.1958, 0.1595, 3.1854)
H (0.5419, 2.5135, 5.3767)
H (2.1198, 1.2679, 5.7526)
H (0.8480, 0.4267, 6.2811)
H (0.4461, -0.7112, 3.9336)
H (1.8612, -1.1639, 4.8204)
H (1.4769, 0.4969, 2.6461)
O (0.4647, 4.0566, 2.7223)
C (-0.3418, 5.0031, 3.3345)
C (0.1034, 6.3502, 2.8950)
O (-0.1817, 6.6352, 1.4786)
H (0.3755, 3.1804, 3.1043)
H (-1.4162, 4.8532, 3.2285)
H (-0.0190, 4.9003, 4.3705)
H (1.1607, 6.5214, 3.0974)
H (-0.3949, 7.1626, 3.4239)
H (-1.0979, 6.8927, 1.3519)
O (-0.1891, 1.1472, 1.3360)
C (0.0448, 0.6341, 0.0206)
C (-0.9976, 1.3526, -0.9507)
O (-0.7428, 0.9299, -2.2889)
H (-1.1333, 1.0884, 1.4997)
H (1.0502, 1.0023, -0.1835)
H (0.0211, -0.4551, -0.0145)
H (-0.7944, 2.4225, -0.9037)
H (-2.0125, 1.1743, -0.5952)
H (-1.3573, 1.3355, -2.9049)
O (-3.5816, -5.3874, 0.4732)
C (-2.7433, -4.7455, -0.4129)
C (-2.8981, -3.1848, -0.2388)
O (-3.9437, -2.7393, -1.0848)
H (-4.0061, -6.0714, -0.0499)
H (-1.7928, -5.1237, -0.0368)
H (-2.7960, -5.1016, -1.4418)
H (-1.9995, -2.6164, -0.4785)
H (-3.2410, -2.9298, 0.7640)
H (-4.8019, -2.8985, -0.6850)
O (2.7898, 4.2578, 1.5057)
C (3.1086, 3.0401, 2.1824)
C (4.6647, 2.8575, 2.3419)
O (5.1956, 3.8024, 3.3237)
H (1.8897, 4.4591, 1.7717)
H (2.6284, 3.0265, 3.1608)
H (2.6137, 2.2653, 1.5969)
H (5.2787, 3.0573, 1.4637)
H (4.8338, 1.8432, 2.7034)
H (4.8553, 4.5986, 2.9091)
O (-3.1798, -1.1439, -5.1734)
C (-2.0609, -2.0288, -5.4722)
C (-1.5573, -2.5376, -4.1489)
O (-0.6538, -1.5742, -3.4935)
H (-2.8975, -0.3435, -4.7247)
H (-2.3060, -2.8689, -6.1219)
H (-1.2849, -1.5127, -6.0375)
H (-0.9155, -3.3753, -4.4220)
H (-2.3699, -2.9089, -3.5245)
H (-1.1633, -0.7697, -3.3717)
O (-4.7228, -0.8771, 2.7609)
C (-3.5604, -0.1780, 3.1193)
C (-3.7159, 1.3731, 2.8873)
O (-3.3629, 1.5868, 1.5281)
H (-4.9316, -1.4461, 3.5054)
H (-3.3976, -0.2647, 4.1936)
H (-2.6100, -0.4051, 2.6362)
H (-2.9236, 1.9093, 3.4096)
H (-4.6639, 1.7358, 3.2847)
H (-4.0478, 1.0885, 1.0762)
O (3.7675, -0.3494, -3.8150)
C (3.5237, 0.8468, -3.0315)
C (4.7537, 1.7010, -2.7646)
O (5.8070, 1.2254, -1.9657)
H (2.9677, -0.6471, -4.2546)
H (2.7934, 1.4276, -3.5949)
H (3.1090, 0.6561, -2.0417)
H (4.2842, 2.5871, -2.3375)
H (5.2405, 2.1844, -3.6116)
H (6.1298, 0.4976, -2.5021)
O (-4.9818, 0.5671, -0.4103)
H (-4.7498, 0.4340, -1.3294)
H (-5.9095, 0.3364, -0.3612)
O (-2.6292, 1.5219, -4.4088)
H (-2.3708, 2.1743, -5.0598)
H (-3.0946, 2.0226, -3.7388)

Output
SMILES ... COC[C@H](C)N.OCCO.OCCO.OCCO.OCCO.OCCO.OCCO.OCCO.OCCO.O.O
Max |F| ... 3.395 eV/A
LUMO ... -0.319 eV
Gap between HOMO and LUMO ... 8.6 eV
2S+1 ... 1
Energy relative to the best compared isomer or geometry (same formula, charge and spin) ... 393.5 kJ/mol

Results of the Mulliken charge analysis, in e, for atoms 1 through 8: -0.749, -0.423, 0.301, 0.383, -1.517, -0.643, 0.338, 0.287

---

Entry 2:
The following is a quantum chemistry calculation of 2 unconnected molecules or ions with the total composition C3H9O2S in a non-equilibrium geometry, from the Open Molecules 2025 dataset.

Positions of all 15 atoms, in Å:
C (-3.4727, -0.4029, 0.3690)
C (2.0127, 1.1259, 0.2767)
C (0.6730, -1.3992, 0.1993)
O (-0.2485, 0.5765, -1.1473)
O (-2.5940, 0.1880, -0.1929)
S (0.3144, 0.3876, 0.3280)
H (-3.0818, -1.1890, 1.0860)
H (-4.5406, -0.0477, 0.3798)
H (-1.2560, 0.7855, -1.0252)
H (1.9957, 2.1420, 0.5137)
H (2.4513, 1.1180, -0.7516)
H (2.6631, 0.6148, 0.9920)
H (1.3027, -1.9558, 0.9047)
H (1.4047, -1.3978, -0.7294)
H (-0.3783, -1.9011, 0.0830)

Output
Charge ... +1
Max |F| ... 2.471 eV/A
LUMO ... -3.435 eV
Gap between HOMO and LUMO ... 11.3 eV
2S+1 ... 1
Energy relative to the best compared isomer or geometry (same formula, charge and spin) ... 91.8 kJ/mol

Results of the Mulliken charge analysis, in e, for atoms 1 through 8: -0.083, -0.940, -0.791, -0.411, -0.480, 0.587, 0.202, 0.275